No. 1
Below is a 2-piece molecular cluster, C4H14NOS overall, with properties calculated with ωB97M-V/def2-TZVPD.

Computed properties:
HOMO energy (alpha / beta)   -0.71349 / -0.71350 Ha
Charge   +2
Spin multiplicity   2

CARTESIAN COORDINATES (ANGSTROEM)
C 2.02419 -0.70632 -0.79652
C 0.81262 0.15327 -0.62443
C -0.53758 -0.55458 -0.58670
C -1.84461 0.22902 -0.97138
S -1.92200 1.97829 -0.90835
N 1.02048 0.86710 0.77243
H 2.19442 -1.28467 0.12930
H 2.95651 -0.18404 -0.99360
H 1.94139 -1.56185 -1.46492
H 0.73880 1.00146 -1.29750
H -0.47198 -1.33704 -1.34682
H -0.71120 -1.16228 0.29316
H -2.66689 -0.01757 -0.25354
H -2.25574 -0.25692 -1.86922
H -2.24212 2.29763 -2.18940
H 0.24669 0.75574 1.44120
H 1.24547 1.84954 0.54724
H 1.77287 0.40767 1.27876
H -0.67936 -0.52581 3.65323
H -0.97683 -1.42153 2.50332
O -0.64515 -0.52712 2.68374

Results of the Löwdin charge analysis, in e, for atoms 1 through 8: C -0.0226; C -0.3029; C -0.1585; C -0.4507; S 1.1893; N 0.2200; H 0.1115; H 0.1117

---

No. 2
Below is a 2-piece molecular cluster, C4H14NOSi overall, with properties calculated with ωB97M-V/def2-TZVPD.

Computed properties:
HOMO energy   -0.49204 Ha
Charge   +1

CARTESIAN COORDINATES (ANGSTROEM)
C -0.10895 -1.84432 -0.53277
C 1.86938 0.58753 -1.39332
C -2.53067 0.32378 0.68673
C -1.84432 1.04911 -0.17161
N 0.91790 0.14189 1.67438
O -0.60203 1.60968 -0.04411
Si 1.33367 -0.72601 -0.06214
H 0.25265 -2.80596 -0.98990
H -0.73306 -2.22505 0.38554
H -0.76740 -1.45874 -1.36935
H 2.65403 0.13862 -2.05746
H 1.02086 0.90147 -1.85349
H 2.37462 1.37397 -0.92087
H -3.49337 -0.16556 0.36629
H -2.29702 0.34657 1.70001
H -2.21833 0.99050 -1.21698
H 0.22982 -0.50991 1.94166
H 0.56189 1.10899 1.39142
H 1.60929 0.22694 2.42520
H -0.56217 2.25330 -0.71450
H 2.33319 -1.31680 0.75527

Results of the Löwdin charge analysis, in e, for atoms 1 through 8: C -0.2175; C -0.1531; C 0.0193; C -0.2738; N 0.0560; O -0.0554; Si 0.7436; H 0.0467

---

No. 3
Below is an isolated ion of composition C4H14NOSi and charge +1, with properties calculated with ωB97M-V/def2-TZVPD.

Computed properties:
HOMO energy   -0.50833 Ha
Charge   +1
SMILES   C[SiH](C)[C@H](O)C[NH3+]

CARTESIAN COORDINATES (ANGSTROEM)
C 0.64765 -2.12015 -0.97219
Si -0.38570 -1.33923 0.50117
C 0.65154 -1.13019 2.08912
C -0.82392 0.48542 0.09149
O -1.90981 0.61843 -0.82923
C 0.30689 1.43819 -0.53570
N -0.41422 2.66043 -0.95198
H 1.52955 -1.50258 -1.28494
H 1.02204 -3.00520 -0.53847
H -0.14350 -2.33811 -1.78715
H -1.78863 -1.92974 0.61598
H 1.64407 -1.01421 1.92734
H 0.29517 -0.11958 2.57985
H 0.50762 -1.92997 2.78063
H -1.18355 1.07894 1.05867
H -2.69232 0.26959 -0.36561
H 0.97655 1.61800 0.38314
H 0.85818 0.92014 -1.30834
H -1.14737 2.53074 -0.24316
H -0.72798 2.62448 -1.91653
H 0.17243 3.51703 -0.83854

Results of the Löwdin charge analysis, in e, for atoms 1 through 8: C -0.1910; Si 0.6950; C -0.1869; C -0.4697; O -0.1197; C -0.1393; N 0.1819; H 0.0387

---

No. 4
Below is an isolated ion of composition C4H14NSi and charge +1, with properties calculated with ωB97M-V/def2-TZVPD.

Computed properties:
HOMO energy   -0.52728 Ha
Charge   +1
SMILES   C[C@@H]([NH3+])[SiH](C)C

CARTESIAN COORDINATES (ANGSTROEM)
C -1.45570 0.33585 -1.18449
C -0.96122 0.60831 0.21431
N -1.88457 -0.07169 1.19096
Si 1.05776 -0.08084 0.56757
C 2.19754 1.22444 -0.17505
C 1.14923 -1.76552 -0.28546
H -1.41610 -0.72552 -1.41759
H -2.47702 0.68938 -1.33264
H -0.82267 0.85922 -1.89432
H -1.00714 1.67594 0.42890
H -1.89548 -1.07823 0.99160
H -1.55974 0.07454 2.15256
H -2.84758 0.28222 1.10076
H 1.02279 -0.15312 2.03918
H 1.82759 2.23324 -0.01063
H 3.18838 1.16791 0.27308
H 2.32110 1.08815 -1.24807
H 0.97406 -1.67915 -1.35514
H 2.14220 -2.18823 -0.16285
H 0.44658 -2.49690 0.10736

Results of the Löwdin charge analysis, in e, for atoms 1 through 8: C -0.1063; C -0.3850; N 0.1475; Si 0.7215; C -0.2012; C -0.2117; H 0.0763; H 0.0860

---

No. 5
Below is an isolated ion of composition C4H14NSi and charge +1, with properties calculated with ωB97M-V/def2-TZVPD.

Computed properties:
HOMO energy (alpha / beta)   -0.30068 / -0.55321 Ha
Charge   +1
Spin multiplicity   3

CARTESIAN COORDINATES (ANGSTROEM)
C -1.97193 -0.06925 -0.95495
C -0.83470 0.96113 1.11569
C -0.43400 0.72546 -0.18993
C 0.62528 -0.24634 -0.50785
N 0.29174 -1.64124 0.31330
Si 2.53195 0.50132 -0.20043
H -2.64048 -0.21568 -0.11724
H -1.92985 -0.88154 -1.69140
H -2.43664 0.77575 -1.41704
H -1.85500 1.42136 1.26795
H -0.91515 -0.02090 1.54402
H 0.01698 1.23683 1.68701
H -0.25810 1.66201 -0.73225
H 2.67878 0.00253 1.21923
H -0.53622 -2.08613 -0.13276
H 1.14484 -2.21137 0.18513
H 0.19533 -1.26830 1.25446
H 3.12644 -0.07902 -1.34816
H 0.65533 -0.44583 -1.62027
H 2.54541 1.87923 0.32549

Results of the Löwdin charge analysis, in e, for atoms 1 through 8: C 0.0932; C -0.1069; C -0.3659; C -0.3706; N 0.1403; Si 0.6772; H 0.0682; H 0.0794

---

No. 6
Below is a 3-piece molecular cluster, C4H14O2S overall, with properties calculated with ωB97M-V/def2-TZVPD.

Computed properties:
HOMO energy   -0.32540 Ha
Charge   0
SMILES   CCCSC.O.O

CARTESIAN COORDINATES (ANGSTROEM)
C -0.71080 -3.10278 -1.10202
C -0.22505 -1.71054 -0.81239
C 1.27131 -1.34127 -0.58374
S 1.21193 0.15429 0.57073
C 1.19165 1.25213 -0.84466
H -0.13241 -3.53077 -1.93634
H -1.84797 -3.29278 -1.20601
H -0.59234 -3.76245 -0.21394
H -0.61019 -1.10002 -1.61921
H -0.91969 -1.36622 -0.02846
H 1.71607 -2.28263 -0.27626
H 1.90790 -1.02658 -1.49162
H 2.05934 1.15521 -1.53626
H 0.99213 2.34834 -0.53733
H 0.32624 1.04280 -1.49028
O -4.68631 1.53235 -0.71716
H -3.87000 1.27178 -0.26556
H -5.24913 1.40745 0.06067
O 1.53897 2.42954 2.79571
H 0.58681 2.32818 2.69776
H 1.87014 2.27538 1.90485

Results of the Löwdin charge analysis, in e, for atoms 1 through 8: C -0.1469; C -0.3814; C -0.4254; S 0.7916; C -0.4621; H 0.0720; H 0.1028; H 0.0702

---

No. 7
Below is a 4-piece molecular cluster, C4H14O3 overall, with properties calculated with ωB97M-V/def2-TZVPD.

Computed properties:
HOMO energy   -0.33850 Ha
Charge   0
SMILES   C=C(C)C.O.O.O

CARTESIAN COORDINATES (ANGSTROEM)
C 1.87698 -1.25768 0.33385
C 1.35696 -1.57730 1.51616
C 0.29085 -0.72087 2.16039
C 1.80263 -2.76971 2.32018
H 2.74396 -1.79033 -0.02999
H 1.33851 -0.56012 -0.28577
H -0.36407 -0.27994 1.40700
H 0.75684 0.09033 2.72087
H -0.32147 -1.29456 2.85233
H 2.65392 -3.21483 1.81701
H 1.00244 -3.49736 2.41882
H 2.13058 -2.46889 3.31863
O -4.69616 1.68061 -1.66941
H -5.43474 2.20996 -1.37292
H -4.71441 0.75925 -1.42514
O -0.78195 0.43950 -2.72844
H -1.58538 0.65008 -3.20607
H -0.25693 1.23190 -2.58946
O 1.38125 3.01369 -0.92140
H 0.87683 2.93985 -0.10746
H 2.06138 2.33341 -0.90920

Results of the Löwdin charge analysis, in e, for atoms 1 through 8: C 0.0288; C -0.4242; C -0.0764; C -0.0763; H 0.0567; H 0.0480; H 0.0737; H 0.0793

---

No. 8
Below is a 4-piece molecular cluster, C4H14O3 overall, with properties calculated with ωB97M-V/def2-TZVPD.

Computed properties:
HOMO energy   -0.33192 Ha
Charge   0
SMILES   C/C=C/C.O.O.O

CARTESIAN COORDINATES (ANGSTROEM)
C 1.88624 -2.06422 -0.57654
C 1.22372 -0.98098 0.23036
C 1.73557 -0.49951 1.36171
C 1.06635 0.58787 2.17698
H 2.96955 -2.06632 -0.45134
H 1.64481 -1.95879 -1.63368
H 1.54682 -3.04572 -0.23510
H 0.29076 -0.56586 -0.13012
H 2.75942 -0.76427 1.60962
H 0.85925 1.46396 1.56620
H 0.17225 0.21812 2.67758
H 1.73897 0.88911 2.98337
O -1.19808 -0.17703 -1.97770
H -1.65618 -0.93393 -1.58773
H -1.76438 0.00692 -2.73984
O -3.39077 0.47815 0.18384
H -3.04299 0.83087 -0.64400
H -3.64766 1.24497 0.70302
O -1.24158 2.58488 -1.46988
H -0.73687 1.76185 -1.44765
H -1.21520 2.98991 -0.59911

Results of the Löwdin charge analysis, in e, for atoms 1 through 8: C -0.1064; C -0.1814; C -0.1764; C -0.1087; H 0.0695; H 0.0636; H 0.0718; H 0.0755

---

Across the entries above, relative energy (zero: lowest compared OMol25 entry of this formula, charge and spin) takes the values 0.612; 1.423; 1.721; 0.000; 3.230; 1.641; 1.202; 1.013 eV, respectively.
Across the entries above, largest force on an atom takes the values 1.928; 4.561; 4.590; 2.331; 4.771; 2.415; 1.415; 0.974 eV/Å, respectively.